[1]
Formula: C38H47N3O22S2
Source: the OMol25 dataset
Level of theory: ωB97M-V with the def2-TZVPD basis set

Last column: Löwdin charge in e.
CARTESIAN COORDINATES (ANGSTROEM)
C (7.654, -11.529, 15.775)  -0.095
H (4.949, -6.172, 21.180)  0.099
C (5.380, -7.036, 15.522)  -0.127
C (-0.825, -8.855, 17.470)  -0.075
C (6.867, -3.239, 19.516)  0.013
H (5.767, -5.024, 19.086)  0.087
C (4.655, -7.045, 17.756)  -0.425
C (7.984, -2.731, 15.027)  0.010
C (7.151, -1.640, 15.358)  -0.051
O (2.381, -7.727, 11.641)  -0.222
H (3.198, -3.271, 10.959)  0.135
H (9.006, -2.624, 15.360)  0.111
C (8.636, -10.910, 16.660)  0.028
O (4.340, -5.948, 24.109)  -0.183
C (6.637, -4.425, 18.858)  -0.060
O (1.627, -4.674, 14.709)  0.088
H (7.432, -5.814, 17.454)  0.100
C (7.916, -8.168, 22.065)  -0.154
H (10.069, -8.516, 21.580)  0.134
H (9.625, -9.125, 17.255)  0.108
O (1.124, -9.668, 12.032)  -0.189
H (6.341, -6.541, 15.384)  0.071
H (5.219, -0.826, 15.006)  0.116
H (6.254, -8.264, 17.160)  0.119
C (8.901, -2.874, 18.316)  -0.021
C (9.085, -9.612, 16.457)  -0.074
N (8.070, -1.003, 19.832)  -0.310
C (7.763, -9.374, 14.536)  -0.102
O (9.476, -4.975, 14.251)  0.070
H (7.423, -8.527, 22.968)  0.105
H (0.210, -5.416, 12.366)  0.128
C (7.459, -3.861, 14.357)  -0.140
C (0.488, -4.373, 12.514)  -0.072
C (5.297, -7.944, 16.748)  -0.060
O (7.316, -13.404, 17.095)  0.053
O (3.098, -9.327, 13.616)  -0.221
O (7.487, -9.236, 19.995)  0.064
C (-0.256, -7.531, 17.960)  -0.157
C (7.968, -2.390, 19.202)  -0.107
C (8.674, -8.902, 15.381)  -0.122
H (-0.796, -6.617, 17.713)  0.120
C (7.279, -10.677, 14.673)  0.024
C (2.052, -8.269, 10.410)  -0.180
H (8.914, -11.446, 17.555)  0.095
O (0.983, -7.968, 13.807)  -0.237
C (4.222, -5.974, 15.709)  -0.078
C (4.088, -6.261, 21.842)  -0.222
H (5.935, -8.623, 21.238)  0.121
S (1.993, -8.626, 12.977)  0.742
O (2.065, -4.756, 24.117)  -0.257
H (2.471, -10.388, 10.697)  0.127
H (6.462, -10.999, 14.044)  0.107
H (6.820, -7.385, 20.465)  0.102
O (9.345, -10.421, 19.750)  0.107
C (6.191, -3.847, 13.879)  -0.025
H (7.414, -8.696, 13.771)  0.099
H (-1.350, -8.637, 16.540)  0.136
H (1.193, -6.954, 16.497)  0.108
H (5.717, -4.557, 13.218)  0.124
H (8.882, -7.845, 15.304)  0.100
O (1.522, -8.852, 17.224)  0.032
C (0.382, -9.572, 17.113)  -0.530
C (6.944, -8.373, 20.909)  -0.214
C (9.111, -9.013, 21.734)  -0.061
H (3.299, -6.757, 21.277)  0.129
H (-1.552, -9.306, 18.145)  0.136
H (0.677, -4.114, 10.398)  0.122
H (-0.330, -7.577, 19.047)  0.114
S (3.467, -4.632, 23.699)  0.754
H (5.225, -7.490, 23.148)  0.112
O (0.426, -10.653, 16.612)  0.129
C (5.882, -1.673, 14.903)  -0.082
H (9.202, -9.884, 22.383)  0.135
O (7.214, -0.575, 20.580)  0.086
H (-0.332, -3.786, 12.927)  0.137
O (3.658, -4.946, 22.073)  -0.188
C (8.726, -9.600, 20.386)  -0.451
H (7.577, -0.787, 15.864)  0.119
N (8.264, -5.080, 14.071)  -0.297
O (4.736, -7.198, 18.990)  0.046
N (6.900, -12.712, 16.125)  -0.352
H (9.797, -2.317, 18.084)  0.118
C (1.163, -7.458, 17.463)  -0.133
C (4.264, -6.975, 23.137)  -0.176
H (1.836, -6.921, 18.132)  0.118
O (4.170, -3.410, 24.152)  -0.256
H (0.840, -10.158, 10.071)  0.137
C (1.591, -9.747, 10.746)  -0.189
H (5.287, -7.637, 14.617)  0.099
H (2.867, -5.045, 10.956)  0.120
C (2.604, -4.079, 11.386)  -0.137
O (2.745, -4.328, 12.761)  0.005
O (5.980, -12.978, 15.406)  0.095
H (4.452, -4.991, 15.298)  0.097
H (3.503, -7.754, 23.179)  0.139
H (4.415, -2.610, 13.719)  0.100
H (3.293, -6.432, 15.371)  0.099
H (9.357, -4.575, 16.932)  0.097
H (4.716, -8.865, 16.709)  0.143
H (2.955, -8.214, 9.804)  0.129
H (8.166, -7.154, 22.376)  0.121
C (7.579, -4.880, 17.974)  -0.064
C (1.657, -4.480, 13.490)  -0.451
C (5.399, -2.717, 14.150)  -0.055
O (8.975, -0.245, 19.386)  0.029
C (8.721, -4.130, 17.683)  -0.063
H (1.286, -7.722, 9.861)  0.125
H (6.209, -2.932, 20.315)  0.117
O (4.030, -5.956, 17.165)  -0.005
H (0.972, -2.700, 11.307)  0.123
O (7.758, -6.090, 13.525)  0.034
C (1.126, -3.779, 11.333)  -0.179

Computed properties:
Gap between HOMO and LUMO = 0.3083 Ha
Electronic energy = -111341.25035 eV
Charge = 0
Multiplicity = 1
SMILES string = O=[N+]([O-])c1ccccc1.O=[N+]([O-])c1ccccc1.O=[N+]([O-])c1ccccc1.O=S1(=O)OCCO1.O=S1(=O)OCCO1.O=C1CCCO1.O=C1CCCO1.O=C1CCCO1.O=C1CCCO1
Highest occupied orbital energy = -9.62 eV
M = 961.927 g mol⁻¹



[2]
Formula: C4H4O5Tm
Source: the OMol25 dataset
Level of theory: ωB97M-V with the def2-TZVPD basis set

Last column: natural (NBO) charge in e.
CARTESIAN COORDINATES (ANGSTROEM)
O (1.049, 2.463, 0.567)  -0.625
C (1.370, 1.434, 1.116)  1.008
Tm (-2.151, -1.925, 0.874)  1.387
C (-0.908, 0.117, 0.156)  -0.348
O (2.190, -1.987, -0.325)  -0.506
H (-2.059, 0.846, -1.520)  0.202
C (1.127, -1.923, 0.211)  1.079
H (-1.238, 0.983, 0.757)  0.194
O (0.503, -0.097, 0.499)  -0.744
C (-1.026, 0.524, -1.307)  -0.671
O (2.080, 1.172, 2.063)  -0.613
H (-0.782, -0.299, -1.998)  0.198
H (-0.362, 1.361, -1.587)  0.254
O (0.206, -2.669, 0.495)  -0.813

Computed properties:
Gap between HOMO and LUMO (alpha / beta) = 0.2448 / 0.2225 Ha
Electronic energy = -43975.00812 eV
<S²> = 3.76
Charge = 0
Multiplicity = 4
Highest occupied orbital energy (alpha / beta) = -7.90 / -8.77 eV
M = 301.005 g mol⁻¹



[3]
Formula: C12H64B10Ca3O3
Source: the OMol25 dataset
Level of theory: ωB97M-V with the def2-TZVPD basis set

Last column: Löwdin charge in e.
CARTESIAN COORDINATES (ANGSTROEM)
H (-13.031, -15.217, -16.948)  0.085
H (-18.710, -14.885, -14.789)  -0.079
C (-22.011, -11.712, -15.278)  -0.147
C (-25.477, -12.771, -18.682)  -0.174
H (-24.016, -13.933, -14.041)  0.111
H (-25.203, -11.760, -18.384)  0.099
H (-20.391, -17.442, -18.703)  -0.047
B (-19.691, -17.428, -15.722)  -0.489
H (-22.841, -17.362, -15.251)  -0.031
H (-14.974, -16.978, -17.503)  0.105
H (-20.704, -9.281, -18.124)  -0.046
H (-16.647, -16.138, -16.096)  0.124
C (-14.003, -15.399, -16.472)  -0.206
B (-18.745, -13.773, -14.864)  -0.476
C (-23.860, -13.189, -14.819)  -0.183
H (-24.924, -11.716, -13.490)  0.087
H (-17.169, -15.186, -17.503)  0.136
H (-26.472, -13.245, -16.890)  0.092
H (-18.990, -14.336, -19.857)  -0.101
H (-18.923, -16.562, -19.371)  -0.079
Ca (-20.657, -15.648, -20.347)  1.123
H (-19.991, -14.858, -17.488)  -0.030
H (-13.857, -15.989, -15.564)  0.094
H (-17.909, -13.173, -14.342)  -0.030
H (-22.796, -15.912, -20.447)  -0.086
H (-19.796, -17.847, -20.305)  -0.069
B (-22.919, -16.288, -15.663)  -0.468
H (-24.007, -14.194, -19.602)  0.113
H (-19.870, -16.691, -16.545)  -0.089
H (-20.316, -12.420, -21.833)  -0.065
H (-23.051, -9.961, -14.423)  0.100
B (-19.455, -17.533, -19.291)  -0.503
O (-24.935, -15.033, -18.028)  -0.147
H (-22.494, -11.177, -13.302)  0.107
C (-26.308, -14.926, -18.272)  -0.230
H (-18.685, -15.082, -21.517)  -0.042
C (-26.629, -13.443, -17.957)  -0.192
H (-26.559, -15.085, -19.332)  0.116
H (-21.315, -13.673, -17.092)  -0.035
H (-20.988, -11.483, -15.000)  0.129
H (-24.044, -16.136, -15.883)  -0.030
O (-22.473, -13.063, -15.105)  -0.248
H (-20.574, -14.182, -21.907)  -0.083
H (-22.358, -17.610, -20.244)  -0.054
B (-20.145, -10.046, -18.782)  -0.484
H (-24.953, -11.306, -15.130)  0.091
H (-20.200, -11.064, -18.332)  -0.087
C (-22.951, -11.045, -14.287)  -0.189
B (-20.775, -14.186, -17.931)  -0.493
H (-25.806, -12.649, -19.723)  0.096
H (-14.250, -13.394, -16.927)  0.098
H (-22.304, -16.135, -16.588)  -0.055
H (-22.029, -13.087, -22.078)  -0.018
H (-16.749, -12.676, -19.347)  -0.051
H (-18.156, -13.465, -21.225)  -0.063
H (-27.644, -13.123, -18.210)  0.087
H (-17.274, -10.987, -18.740)  -0.090
C (-14.594, -14.023, -16.096)  -0.246
H (-20.633, -18.083, -15.594)  -0.041
H (-20.247, -13.317, -18.440)  -0.059
H (-19.065, -9.779, -18.896)  -0.072
Ca (-20.770, -15.051, -15.526)  1.121
H (-22.411, -16.593, -18.737)  -0.045
H (-18.866, -18.211, -15.934)  -0.043
H (-16.032, -11.978, -17.795)  -0.047
C (-24.391, -13.859, -18.633)  -0.170
B (-21.024, -13.235, -21.531)  -0.487
H (-17.245, -14.827, -20.357)  -0.002
H (-18.735, -13.518, -15.957)  -0.029
H (-18.794, -18.363, -18.840)  -0.023
B (-18.278, -14.446, -20.687)  -0.533
C (-15.035, -15.887, -17.479)  -0.171
B (-17.002, -12.035, -18.419)  -0.456
H (-21.445, -14.735, -18.646)  -0.059
H (-26.798, -15.651, -17.619)  0.116
H (-22.607, -15.534, -14.904)  -0.108
H (-14.878, -15.461, -18.470)  0.114
H (-24.425, -13.533, -15.686)  0.100
O (-15.986, -14.208, -16.131)  -0.165
H (-20.517, -10.071, -19.834)  -0.079
H (-17.915, -12.360, -17.853)  -0.040
C (-24.294, -11.762, -14.383)  -0.166
H (-21.122, -13.342, -20.444)  -0.084
H (-23.975, -17.122, -19.631)  -0.031
C (-16.325, -15.423, -16.859)  -0.136
H (-14.244, -13.717, -15.108)  0.104
H (-19.736, -13.423, -14.474)  -0.092
H (-23.539, -13.512, -18.047)  0.115
H (-19.458, -16.845, -14.792)  -0.084
B (-22.880, -16.762, -19.731)  -0.481
Ca (-19.273, -12.039, -19.970)  1.145
H (-22.277, -11.548, -16.326)  0.131

Computed properties:
Gap between HOMO and LUMO = 0.2041 Ha
Electronic energy = -81687.32613 eV
Charge = -4
Multiplicity = 1
Highest occupied orbital energy = 2.11 eV
M = 484.995 g mol⁻¹



[4]
Formula: C2H5N3O
Source: the OMol25 dataset
Level of theory: ωB97M-V with the def2-TZVPD basis set

Last column: natural (NBO) charge in e.
CARTESIAN COORDINATES (ANGSTROEM)
N (-1.119, -0.362, -0.149)  -0.185
H (-2.706, -1.454, -0.374)  0.208
C (0.897, 1.019, -0.027)  0.199
O (1.370, -1.146, 0.097)  -0.589
H (1.095, 2.064, -0.166)  0.187
H (2.163, -1.800, 0.312)  0.480
N (1.847, 0.179, -0.123)  -0.172
N (-0.503, 0.843, 0.102)  -0.475
C (-2.371, -0.420, 0.040)  -0.184
H (-3.098, 0.479, 0.218)  0.161
H (-1.143, 1.665, 0.354)  0.370

Computed properties:
Gap between HOMO and LUMO = 0.3459 Ha
Electronic energy = -8668.76718 eV
Charge = 0
Multiplicity = 1
SMILES string = C=NN/C=N\O
Highest occupied orbital energy = -8.53 eV
M = 87.082 g mol⁻¹